The following is a quantum chemistry calculation of a molecular structure, C25H39ClCuGeN2S2, from the OMol25 dataset.

Structure (XYZ):
```
71
Properties=species:S:1:pos:R:3:forces:R:3:mulliken_spin:R:1
Cu -1.050 0.574 -0.114 0.0497 -0.0824 0.1354 0.00
C 3.111 -1.477 0.541 0.0020 -0.0051 0.0052 0.02
N 2.299 -0.298 0.247 0.0355 0.0059 0.0016 0.05
C 1.684 0.294 1.422 -0.0059 0.0062 0.0245 0.00
C 0.703 -0.633 2.120 0.0277 0.0213 0.0001 0.00
N -0.514 -0.942 1.321 -0.0324 0.0085 -0.0369 -0.01
C -0.276 -2.145 0.502 -0.0051 -0.0123 0.0121 0.01
C -1.674 -1.042 2.189 -0.0139 -0.0036 -0.0014 0.00
C -2.336 -2.253 2.361 0.0131 0.0009 -0.0158 0.00
C -3.429 -2.362 3.210 -0.0110 0.0044 0.0077 0.00
C -3.878 -1.256 3.904 0.0031 -0.0039 0.0002 0.00
C -3.239 -0.039 3.722 0.0029 -0.0051 -0.0032 0.00
C -2.147 0.098 2.871 0.0329 0.0119 -0.0035 0.00
S -1.428 1.718 2.754 -0.0248 0.0048 0.0087 0.00
C 2.723 0.537 -0.774 -0.0229 -0.0206 -0.0008 0.07
C 2.998 1.892 -0.553 -0.0029 0.0117 -0.0007 -0.02
C 3.478 2.694 -1.569 -0.0109 -0.0034 0.0079 0.12
C 3.703 2.179 -2.850 0.0067 -0.0145 -0.0139 -0.03
C 3.411 0.863 -3.102 0.0228 0.0278 0.0069 0.06
C 2.872 0.016 -2.101 0.0020 -0.0325 -0.0183 0.06
S 2.305 -1.524 -2.537 -0.0159 0.0164 -0.0242 0.66
H 3.675 -1.312 1.468 -0.0067 0.0021 0.0020 0.00
H 3.816 -1.656 -0.264 0.0029 0.0032 0.0004 0.00
H 2.502 -2.373 0.658 0.0124 0.0017 -0.0049 -0.01
H 1.137 1.192 1.129 -0.0085 0.0042 0.0040 0.00
H 2.441 0.591 2.164 0.0064 0.0057 -0.0096 0.00
H 0.397 -0.125 3.029 0.0017 -0.0220 0.0031 0.00
H 1.180 -1.576 2.409 -0.0059 -0.0074 0.0024 0.00
H -0.007 -3.008 1.122 -0.0039 0.0004 0.0042 0.00
H 0.532 -1.936 -0.194 -0.0184 0.0128 -0.0052 -0.01
H -1.169 -2.382 -0.074 0.0007 0.0007 -0.0039 0.00
H -2.001 -3.138 1.843 0.0060 0.0003 -0.0041 0.00
H -3.919 -3.321 3.323 -0.0011 0.0000 -0.0001 0.00
H -4.729 -1.327 4.568 0.0001 -0.0015 0.0009 0.00
H -3.596 0.847 4.230 0.0008 0.0016 -0.0004 0.00
H 2.875 2.310 0.436 -0.0021 -0.0010 0.0039 0.00
H 3.705 3.732 -1.358 0.0014 -0.0007 0.0023 0.00
H 4.093 2.815 -3.633 0.0003 -0.0005 -0.0003 0.00
H 3.549 0.440 -4.088 -0.0035 -0.0051 0.0018 0.00
Cl -3.102 2.803 -1.948 0.0065 -0.0461 -0.0134 0.00
C -1.626 2.085 0.985 0.0128 0.0278 0.0218 0.00
H -2.653 2.407 0.821 0.0051 -0.0064 -0.0017 0.00
H -0.990 2.960 0.814 0.0027 -0.0042 0.0074 0.00
C -0.668 4.779 -5.699 -0.0013 -0.0019 0.0006 0.00
C -0.514 3.508 -4.875 -0.0196 -0.0035 0.0193 0.00
C -0.119 3.798 -3.433 -0.0140 -0.0038 0.0115 0.00
C 0.121 2.552 -2.585 -0.0109 -0.0302 0.0077 0.02
Ge -1.423 1.392 -2.266 -0.0314 0.0246 -0.1635 -0.01
C -2.227 0.276 -3.665 0.0480 0.0234 0.0027 0.00
C -1.346 -0.826 -4.248 -0.0055 0.0169 0.0024 0.01
C -0.228 -0.311 -5.149 -0.0058 0.0010 0.0157 0.01
C 0.457 -1.426 -5.927 0.0160 0.0231 -0.0009 0.00
H -0.949 4.559 -6.730 -0.0006 0.0009 0.0010 0.00
H 0.265 5.345 -5.720 0.0005 0.0013 -0.0027 0.00
H -1.438 5.425 -5.274 0.0015 -0.0006 0.0017 0.00
H 0.235 2.854 -5.332 0.0151 -0.0212 -0.0094 0.00
H -1.458 2.954 -4.886 -0.0053 -0.0195 -0.0040 0.00
H -0.895 4.411 -2.966 0.0049 0.0091 -0.0048 0.00
H 0.795 4.402 -3.432 0.0072 -0.0017 0.0032 0.00
H 0.458 2.841 -1.587 0.0120 -0.0089 -0.0056 -0.01
H 0.911 1.929 -3.012 -0.0018 0.0054 -0.0124 0.00
H -0.714 -0.123 -1.463 -0.0634 0.0847 0.0019 0.01
H -2.594 0.941 -4.450 0.0035 -0.0032 -0.0033 0.00
H -3.112 -0.150 -3.186 -0.0041 -0.0015 0.0084 0.00
H -1.974 -1.508 -4.830 -0.0064 -0.0074 0.0037 0.00
H -0.909 -1.431 -3.443 -0.0069 -0.0005 -0.0017 0.00
H 0.513 0.226 -4.547 0.0158 0.0142 0.0104 -0.02
H -0.644 0.422 -5.848 -0.0078 0.0192 -0.0105 0.00
H 0.894 -2.164 -5.253 -0.0004 -0.0110 0.0202 0.00
H 1.261 -1.039 -6.556 -0.0067 -0.0033 0.0040 0.00
H -0.257 -1.938 -6.575 0.0046 -0.0079 0.0025 0.00
```
Positions in Å, forces in eV/Å.

Output
**Electronic energy**: -6059.4581 Eh
**Charge**: 0
**2S+1**: 2
**Energy relative to the best compared isomer or geometry (same formula, charge and spin)**: 0.00 kcal per mole
**Kohn-Sham gap (spin up / spin down)**: 0.294 / 0.195 Ha
**E_HOMO (spin up / spin down)**: -0.27526 / -0.27524 Eh

---

The following is a quantum chemistry calculation of a molecular structure, C25H39CrN6OP2S at a distorted geometry, from the OMol25 dataset.

Structure (XYZ):
```
75
Properties=species:S:1:pos:R:3:forces:R:3:mulliken_spin:R:1
Cr -0.215 -0.204 -0.140 -0.5749 2.1594 -0.1640 1.18
N 0.128 1.679 3.781 0.0997 0.0481 0.0825 0.00
C 0.216 1.108 2.580 -0.3968 -0.1988 -0.8037 0.02
S -1.086 1.372 1.448 -0.0923 -0.1593 -0.5880 -0.03
N 1.258 0.372 2.303 0.8227 0.1483 1.6807 -0.01
N 1.303 -0.218 1.117 0.4819 -0.8442 -0.8884 -0.07
C 2.420 -0.823 0.747 -0.5258 0.8333 1.0570 0.02
C 3.667 -0.798 1.518 0.1974 -0.0282 0.1342 0.00
C 3.713 -1.186 2.856 -0.0693 -0.1039 -0.1610 0.00
C 4.915 -1.190 3.536 0.0087 -0.0646 -0.0007 0.00
C 6.079 -0.787 2.899 -0.0411 0.0992 -0.0231 0.00
C 6.035 -0.346 1.585 0.0919 0.0298 0.0495 0.00
C 4.840 -0.358 0.894 -0.2072 0.0128 0.0440 0.00
C 2.388 -1.330 -0.601 -0.0405 -0.5558 -0.9653 0.02
C 3.430 -2.015 -1.244 -0.3903 0.1867 0.4509 0.00
C 3.367 -2.194 -2.611 -0.3519 0.2383 -0.1126 0.01
C 2.307 -1.623 -3.314 0.2578 -0.1156 0.1867 -0.01
C 1.274 -1.055 -2.600 -0.0665 0.0896 -0.3004 0.01
N 1.264 -0.989 -1.272 0.3497 -0.2379 -0.1310 -0.07
H -0.628 2.308 3.993 0.0747 -0.0624 0.0290 0.00
H 0.893 1.570 4.428 -0.0061 0.0875 0.0299 0.00
H 2.806 -1.504 3.344 -0.0694 -0.0260 0.1116 0.00
H 4.945 -1.514 4.565 0.0176 -0.0390 0.1047 0.00
H 7.017 -0.796 3.431 0.1122 0.0016 0.0801 0.00
H 6.930 0.013 1.100 0.0643 -0.0095 -0.0227 0.00
H 4.805 0.012 -0.120 0.0300 -0.0162 -0.1167 0.00
H 4.261 -2.382 -0.664 0.0859 0.0337 0.0266 0.00
H 4.144 -2.727 -3.132 0.1506 -0.0529 -0.0610 0.00
H 2.278 -1.634 -4.389 -0.0529 -0.0663 -0.1773 0.00
H 0.422 -0.604 -3.089 0.0136 -0.1059 -0.0554 0.00
C -0.315 -3.373 1.524 -0.0317 0.2370 -0.1772 0.01
P -1.166 -1.761 1.418 -0.6916 -0.6553 0.4400 -0.06
C -1.537 -1.434 3.178 0.2487 0.2530 -0.1117 0.00
C -2.862 -2.153 0.838 0.1769 0.0194 -0.0918 -0.01
C -2.834 -2.590 -0.617 -0.0381 0.1425 0.0596 0.00
P -2.033 -1.325 -1.714 -0.1711 -1.1762 -0.0975 -0.01
C -3.499 -0.725 -2.656 0.2953 0.3800 0.2572 0.00
C -1.394 -2.472 -3.008 0.0443 0.1915 0.0544 0.00
H -0.974 -4.118 1.970 0.0454 -0.0276 -0.0003 0.00
H 0.568 -3.252 2.153 0.0309 -0.0485 -0.0038 0.00
H 0.008 -3.702 0.537 0.0191 -0.1105 -0.0098 0.00
H -1.996 -2.332 3.597 0.0383 -0.0102 -0.0643 0.00
H -2.235 -0.600 3.258 0.0503 -0.0723 -0.0202 0.00
H -0.640 -1.197 3.746 0.0265 -0.0189 0.0004 0.00
H -3.463 -1.244 0.959 0.0421 -0.0713 0.0953 0.00
H -3.288 -2.938 1.474 0.0268 0.1506 -0.0036 0.00
H -3.851 -2.772 -0.978 0.1509 -0.1054 -0.0402 0.00
H -2.265 -3.519 -0.708 -0.0748 0.0106 -0.0930 0.00
H -4.036 -1.593 -3.040 0.0588 -0.0338 0.0930 0.00
H -3.180 -0.124 -3.505 -0.0066 0.0970 0.0299 0.00
H -4.162 -0.140 -2.023 -0.0528 0.0723 -0.0084 0.00
H -2.150 -3.240 -3.179 0.0232 0.0139 -0.0176 0.00
H -0.459 -2.944 -2.711 -0.0849 -0.0547 0.0105 0.00
H -1.235 -1.936 -3.945 0.0271 -0.0452 0.0093 0.00
C -1.922 2.472 -2.820 -0.1773 -0.3291 0.0213 0.00
N -0.800 3.228 -2.320 0.0108 -0.1691 0.2948 0.00
C -0.649 4.607 -2.736 0.2049 0.5068 0.0608 0.00
C -0.035 5.411 -1.599 0.1324 -0.1357 -0.0839 0.00
C 1.280 4.760 -1.199 -0.1153 0.4187 -0.1138 0.00
N 1.126 3.323 -1.022 -0.2024 -0.2998 -0.1370 0.00
C 2.200 2.672 -0.307 0.1571 -0.3273 0.1255 0.00
C 0.116 2.616 -1.556 0.0571 0.5202 0.1123 -0.01
O 0.021 1.365 -1.375 0.0106 -0.9135 0.2171 0.01
H -2.802 3.108 -2.847 -0.0362 0.0493 -0.0263 0.00
H -2.111 1.634 -2.148 -0.0590 0.1552 -0.1964 0.00
H -1.726 2.094 -3.827 -0.0585 -0.0442 -0.0465 0.00
H -1.633 4.994 -3.000 0.0673 -0.0448 -0.0012 0.00
H -0.011 4.661 -3.625 -0.0807 0.0347 -0.0181 0.00
H -0.720 5.439 -0.749 -0.0057 -0.0180 -0.0274 0.00
H 0.150 6.434 -1.922 -0.0146 0.0056 0.0316 0.00
H 1.645 5.178 -0.256 -0.0308 -0.0709 -0.1117 0.00
H 2.045 4.942 -1.964 -0.0372 0.0036 0.1011 0.00
H 2.147 2.902 0.761 0.0475 -0.0388 -0.0584 0.00
H 3.161 3.013 -0.698 -0.0346 0.0529 0.0275 0.00
H 2.138 1.592 -0.444 0.0380 0.2245 0.0223 0.00
```
Positions in Å, forces in eV/Å.

Output
**Electronic energy**: -3504.7631 Eh
**Charge**: +2
**2S+1**: 2
**Energy relative to the best compared isomer or geometry (same formula, charge and spin)**: 7.65 kcal per mole
**Kohn-Sham gap (spin up / spin down)**: 0.239 / 0.249 Ha
**E_HOMO (spin up / spin down)**: -0.49365 / -0.49224 Eh

---

The following is a quantum chemistry calculation of a molecular structure, C25H39N10PPtS, from the OMol25 dataset.

Structure (XYZ):
```
77
Properties=species:S:1:pos:R:3:forces:R:3:mulliken_spin:R:1
Pt 0.086 -0.457 1.620 -0.0860 -0.2076 -0.3465 0.91
N 2.050 -2.742 2.034 0.1142 0.1498 0.0507 0.07
C 1.812 -1.403 2.263 0.0524 0.1804 0.2509 0.73
N 2.693 -0.771 3.042 0.2027 -0.1613 -0.0187 0.04
N 2.535 0.401 3.354 0.0256 0.0229 0.0929 1.26
N -1.352 -0.985 4.659 0.0161 0.0316 0.1013 0.03
N -0.913 -0.793 3.681 -0.0060 0.0024 0.2490 0.02
C 1.332 -3.503 1.174 -0.1721 0.1726 -0.0729 -0.01
N 1.702 -4.675 0.853 0.1210 -0.0247 -0.0521 0.12
N 0.866 -5.347 -0.042 0.1727 0.0534 -0.2077 0.00
N 1.508 -6.301 -0.572 -0.0594 -0.0083 0.2260 0.00
N 1.973 -7.172 -1.072 0.1540 -0.2033 -0.2252 0.02
H 2.898 -3.158 2.412 -0.0189 0.0417 0.0010 0.00
S -0.134 -2.642 0.472 -0.0889 -0.1590 0.1100 0.19
C -1.454 -3.583 1.226 -0.1136 -0.0070 -0.1608 0.00
N -1.507 -4.906 0.984 -0.2875 0.0758 0.2682 0.01
C -2.507 -5.682 1.418 -0.0233 0.0718 0.0316 0.00
C -3.556 -5.128 2.122 -0.0093 -0.0144 -0.0064 0.00
C -3.539 -3.765 2.370 0.0235 -0.0061 0.0044 0.00
C -2.477 -2.982 1.921 -0.0786 -0.0019 -0.0228 0.01
H -0.701 -5.325 0.468 0.0565 -0.0234 -0.1098 0.00
H -2.436 -6.734 1.179 0.0034 -0.0046 0.0141 0.00
H -4.365 -5.757 2.464 -0.0010 0.0026 0.0048 0.00
H -4.349 -3.303 2.920 -0.0093 -0.0024 -0.0074 0.00
H -2.454 -1.917 2.102 -0.0426 -0.0651 -0.0680 0.01
C 0.180 5.042 1.361 -0.0023 -0.0016 0.0001 0.00
C -1.039 4.195 1.709 0.0003 0.0024 0.0001 0.00
C -1.160 2.990 0.758 -0.0013 -0.0025 -0.0017 0.00
C 0.224 2.539 0.246 0.0057 0.0105 -0.0127 0.08
C 1.259 2.740 1.362 -0.0134 0.0028 -0.0039 0.10
C 1.469 4.243 1.604 -0.0001 0.0024 -0.0050 0.01
P 0.205 0.805 -0.317 0.0484 0.0901 -0.1158 0.41
C -1.250 0.417 -1.363 0.0102 -0.0250 0.0134 -0.06
C -2.586 0.268 -0.626 -0.0014 -0.0025 0.0202 0.04
C -3.565 -0.516 -1.513 -0.0025 -0.0022 -0.0040 0.02
C -3.383 -0.165 -3.001 0.0047 0.0039 0.0048 0.00
C -2.846 1.255 -3.150 -0.0019 -0.0054 -0.0066 0.00
C -1.421 1.358 -2.578 0.0120 0.0073 0.0030 0.01
C 1.649 0.446 -1.392 0.0277 0.0019 0.0193 -0.04
C 2.008 1.625 -2.338 0.0084 -0.0041 -0.0027 0.01
C 3.220 2.397 -1.826 -0.0045 0.0036 -0.0046 0.00
C 4.470 1.506 -1.811 -0.0033 -0.0044 -0.0078 0.00
C 4.121 0.039 -1.516 -0.0030 0.0061 0.0039 0.01
C 2.888 -0.055 -0.622 0.0008 0.0117 0.0032 0.04
H 0.191 5.958 1.949 -0.0016 0.0015 -0.0007 0.00
H 0.115 5.354 0.314 0.0006 -0.0007 0.0004 0.00
H -1.955 4.784 1.664 -0.0007 0.0007 0.0004 0.00
H -0.948 3.847 2.742 0.0019 -0.0012 0.0011 0.00
H -1.798 3.245 -0.091 -0.0006 0.0000 -0.0018 -0.01
H -1.651 2.162 1.285 -0.0025 0.0021 0.0004 0.01
H 0.513 3.143 -0.619 0.0010 0.0006 0.0036 -0.01
H 2.212 2.258 1.145 -0.0106 0.0016 0.0088 0.01
H 0.882 2.256 2.274 0.0063 0.0071 -0.0161 -0.04
H 2.263 4.607 0.949 0.0008 0.0027 0.0005 0.00
H 1.818 4.387 2.627 -0.0006 -0.0009 0.0011 0.00
H -0.984 -0.581 -1.740 0.0004 -0.0012 -0.0006 0.02
H -2.990 1.254 -0.401 0.0010 0.0034 -0.0005 0.00
H -2.455 -0.233 0.341 -0.0061 0.0026 -0.0053 -0.01
H -4.585 -0.294 -1.195 -0.0004 -0.0030 -0.0006 0.00
H -3.419 -1.592 -1.367 0.0023 0.0072 -0.0012 0.00
H -4.328 -0.278 -3.530 -0.0012 0.0014 0.0015 0.00
H -2.684 -0.861 -3.474 -0.0037 0.0004 -0.0013 0.00
H -3.510 1.951 -2.632 0.0005 0.0026 -0.0019 0.00
H -2.837 1.562 -4.195 0.0007 -0.0023 -0.0006 0.00
H -1.215 2.394 -2.296 -0.0006 -0.0012 0.0060 0.00
H -0.694 1.088 -3.346 0.0044 0.0063 0.0009 0.00
H 1.289 -0.385 -2.010 -0.0151 -0.0115 -0.0086 0.00
H 1.162 2.293 -2.492 -0.0138 -0.0071 -0.0070 0.00
H 2.237 1.208 -3.322 0.0096 0.0032 0.0026 0.00
H 3.013 2.776 -0.821 0.0052 0.0006 -0.0002 0.00
H 3.388 3.274 -2.450 -0.0016 0.0016 -0.0015 0.00
H 5.174 1.879 -1.066 -0.0036 -0.0011 0.0050 0.00
H 4.978 1.569 -2.774 0.0072 -0.0006 0.0031 0.00
H 4.964 -0.465 -1.044 0.0024 0.0002 -0.0041 0.00
H 3.922 -0.500 -2.448 -0.0031 -0.0004 0.0045 0.00
H 3.054 0.530 0.286 -0.0099 -0.0139 -0.0048 0.01
H 2.724 -1.086 -0.300 0.0011 -0.0114 0.0066 -0.02
```
Positions in Å, forces in eV/Å.

Output
**Electronic energy**: -2381.7322 Eh
**Charge**: +2
**2S+1**: 5
**Energy relative to the best compared isomer or geometry (same formula, charge and spin)**: 21.30 kcal per mole
**Kohn-Sham gap (spin up / spin down)**: 0.215 / 0.267 Ha
**E_HOMO (spin up / spin down)**: -0.47252 / -0.55288 Eh